Record 1
44
Properties=species:S:1:pos:R:3 method="wB97M-V/def2-TZVPD" e_above_lowest_kcal_mol=136.3 smiles=CNCCCO.O.O.O.O.O.O.O.O.O total_energy_ha=-976.78915 fmax_ha_per_bohr=0.1838 total_charge=0
C -0.31573 -0.19611 -2.92043
N -1.17812 -1.04654 -2.24405
C -2.52404 -0.72881 -2.37299
C -2.89647 0.25211 -1.18176
C -2.29472 1.59448 -1.24444
O -1.74909 1.95483 -0.01581
H 0.57061 -0.65062 -2.82439
H -0.39854 -0.27952 -4.07829
H -0.08866 0.77032 -2.62912
H -0.76444 -1.27669 -1.31345
H -2.77388 -0.36070 -3.33428
H -3.24013 -1.59886 -2.23213
H -4.04322 0.32930 -1.02534
H -2.64033 -0.27639 -0.23564
H -3.27776 2.22481 -1.30364
H -1.72570 2.03896 -2.01131
H -0.84150 1.49133 0.02501
O 2.90184 1.46798 -3.30075
H 3.04537 1.33740 -2.31337
H 2.23257 2.18109 -3.15106
O 2.11712 -3.81573 0.56866
H 1.30213 -4.31104 0.12321
H 2.46689 -3.19846 -0.15495
O 0.55881 2.31179 2.01798
H 0.27395 1.43889 2.01043
H 0.13989 2.44832 1.17557
O 2.40786 0.03503 2.72889
H 1.71396 0.75689 2.72902
H 2.63568 0.02010 3.74711
O 1.21597 0.27025 0.29869
H 0.79411 -0.61551 0.42908
H 1.87632 0.61989 0.75203
O 0.20282 -1.97015 1.09499
H 1.00580 -2.63215 1.08559
H 0.28800 -1.43430 1.75748
O -0.45000 -0.80882 3.29239
H -0.93881 -0.06070 3.70173
H -0.96840 -1.59092 3.51111
O -1.56223 2.30677 3.42151
H -1.77252 1.84338 2.58629
H -0.71185 2.69266 3.36163
O 3.34174 -1.35203 -0.45448
H 2.48714 -0.84474 -0.62313
H 3.57753 -1.33778 0.54642

Record 2
15
Properties=species:S:1:pos:R:3 method="wB97M-V/def2-TZVPD" e_above_lowest_kcal_mol=26.9 smiles=O.O.O.O.O total_energy_ha=-382.18135 fmax_ha_per_bohr=0.0787 total_charge=0
O -0.63473 -0.81455 0.66067
H -1.55141 -0.72278 0.27741
H -0.77267 -0.80249 1.60291
O 1.70596 -1.39201 -1.24339
H 1.24513 -0.64117 -1.43130
H 1.50688 -1.60225 -0.32431
O 2.68618 0.19805 0.80918
H 2.88395 0.09171 -0.11792
H 1.97606 0.81011 0.81003
O -2.82575 0.07416 -0.59358
H -2.86640 0.71298 0.12911
H -3.72121 -0.14638 -0.88130
O 0.44832 1.47768 0.27403
H -0.02013 2.15679 -0.24128
H -0.06017 0.60016 0.26972

Record 3
50
Properties=species:S:1:pos:R:3 method="wB97M-V/def2-TZVPD" e_above_lowest_kcal_mol=31.8 smiles="Cc1ccc(-c2nn3c(C)nnc3c3ccccc23)cc1S(=O)(=O)NCc1ccco1" total_energy_ha=-1747.41201 fmax_ha_per_bohr=0.0296 total_charge=0
C -4.07533 -0.61124 2.38016
C -2.66500 -0.41816 1.93861
C -1.60410 -1.05087 2.58086
C -0.29850 -0.85973 2.17026
C -0.01264 -0.00205 1.11102
C 1.36691 0.24222 0.66143
N 1.68968 1.48927 0.52551
N 2.93751 1.76238 0.15071
C 3.53687 2.97559 -0.04629
C 2.83522 4.26739 0.09329
N 4.78672 2.78049 -0.36917
N 5.04565 1.46668 -0.39286
C 3.94149 0.83702 -0.08296
C 3.60823 -0.54419 0.01828
C 4.52632 -1.56079 -0.25487
C 4.12493 -2.87436 -0.18920
C 2.80309 -3.18936 0.12781
C 1.89009 -2.19828 0.40663
C 2.27694 -0.85182 0.38251
C -1.06208 0.66473 0.48611
C -2.36075 0.42627 0.87689
S -3.69030 1.24843 -0.00117
O -4.09488 2.40636 0.74167
O -4.70305 0.29276 -0.35998
N -2.92911 1.80821 -1.39583
C -2.98266 0.89176 -2.52945
C -2.17427 -0.32354 -2.22466
C -2.52196 -1.51455 -1.65848
C -1.32899 -2.27128 -1.56625
C -0.34735 -1.48425 -2.08215
O -0.84747 -0.30424 -2.48121
H -4.64788 -1.10404 1.59631
H -4.12282 -1.20333 3.29070
H -4.54319 0.35750 2.54822
H -1.80775 -1.70144 3.41859
H 0.50660 -1.35020 2.69772
H 2.36086 4.32933 1.07144
H 2.05767 4.35508 -0.66469
H 3.55036 5.07514 -0.02503
H 5.53304 -1.28130 -0.52092
H 4.82788 -3.66645 -0.39828
H 2.49191 -4.22306 0.14936
H 0.86473 -2.45232 0.62484
H -0.86245 1.35643 -0.31502
H -3.27365 2.73284 -1.60809
H -2.56466 1.40247 -3.39971
H -4.01566 0.58385 -2.73217
H -3.50483 -1.80054 -1.34751
H -1.22434 -3.26381 -1.17903
H 0.70298 -1.64699 -2.22396

Record 4
10
Properties=species:S:1:pos:R:3 method="wB97M-V/def2-TZVPD" e_above_lowest_kcal_mol=106.9 total_energy_ha=-698.50491 fmax_ha_per_bohr=0.0660 total_charge=0
C -1.37339 -1.17471 -0.14752
N 1.30918 0.48595 1.28581
N -0.18114 1.06531 -0.84710
O -0.10483 -1.27399 -0.09237
O 1.96755 -0.32639 -0.91082
S 0.91938 0.15009 -0.12895
H -1.76703 -2.21540 -0.06807
H 0.65615 1.00002 1.88967
H -1.12810 0.45304 -0.68250
H -0.29777 1.83608 -0.29814